(1)
Entry from the OMol25 dataset: a 2-piece molecular cluster, C2H7BrN2 overall (ωB97M-V/def2-TZVPD).

XYZ file:
```
12
Properties=species:S:1:pos:R:3:forces:R:3:lowdin_charge:R:1
C 0.4038 0.5944 -1.6550 1.24 1.25 -2.51 -0.116
C 0.1157 0.1023 1.8198 0.39 0.22 1.17 -0.122
N -0.0547 0.1794 -0.4385 -0.48 -0.67 4.54 -0.164
N 0.6026 0.5673 0.5542 -0.70 -0.28 -1.99 -0.026
Br -1.7283 -2.5323 -0.3323 0.69 1.38 -0.04 0.007
H -0.2818 1.3643 -2.0586 0.21 -0.51 -0.03 0.106
H 1.4044 1.0493 -1.5170 -0.40 -0.29 -0.47 0.097
H 0.4010 -0.2968 -2.2878 0.15 0.36 -0.38 0.093
H 0.2713 1.0449 2.5320 -0.32 -2.56 -1.10 0.122
H -0.9439 -0.2234 1.7195 0.67 0.23 0.49 0.058
H 0.7797 -0.8276 2.0309 -1.05 1.73 0.32 0.120
H -0.9697 -1.0217 -0.3673 -0.40 -0.86 0.01 -0.176
```
Positions in Å, forces in eV/Å.

- LUMO (eV) = -0.24
- energy above the lowest of the compared OMol25 structures with the same formula, charge and spin (kcal/mol) = 0.00
- total energy (Ha) = -2763.8511
- structure (SMILES) = C/N=N/C.Br
- M (g mol⁻¹) = 139.00
- multiplicity = 1
- gap between HOMO and LUMO (eV) = 9.323



(2)
Entry from the OMol25 dataset: a single C5H10N2O3 molecule (ωB97M-V/def2-TZVPD).

XYZ file:
```
20
Properties=species:S:1:pos:R:3:forces:R:3:lowdin_charge:R:1
C 1.4802 -1.4849 -1.2207 -0.21 -0.04 0.00 -0.078
C -0.0399 1.8326 1.4320 0.14 0.00 -0.03 -0.090
C 0.1491 -1.4175 -0.4595 -0.09 -0.01 -0.22 -0.193
C 0.7253 0.9626 0.4280 -0.18 0.28 -0.16 -0.179
C -0.2232 0.0116 -0.2390 0.14 0.33 0.66 -0.263
N -2.0485 -0.3507 0.9186 0.07 -2.30 1.10 0.086
N -1.2630 0.5678 -0.9101 0.08 -0.83 0.22 -0.334
O -2.1729 -1.4461 1.2750 0.07 1.94 -0.76 0.086
O -2.3712 -0.1357 -0.7441 -0.23 0.06 -1.05 -0.011
O -1.2864 1.6879 -1.3861 -0.23 0.53 0.02 0.066
H 1.3815 -1.0072 -2.1960 0.05 -0.02 0.00 0.086
H 1.7673 -2.5216 -1.3697 0.07 -0.11 -0.04 0.075
H 2.2743 -0.9849 -0.6726 0.09 0.01 0.01 0.068
H 0.6434 2.4691 1.9855 0.09 0.12 0.04 0.073
H -0.7586 2.4640 0.9139 -0.04 0.04 0.05 0.072
H -0.5810 1.2062 2.1389 0.07 0.08 0.07 0.063
H -0.6275 -1.9225 -1.0382 0.01 0.04 0.16 0.119
H 0.2478 -1.9364 0.4998 -0.09 0.02 0.07 0.117
H 1.4947 0.3915 0.9484 0.02 -0.05 -0.12 0.114
H 1.2085 1.6140 -0.3042 0.16 -0.08 -0.01 0.124
```
Positions in Å, forces in eV/Å.

- LUMO (alpha / beta) (eV) = -0.57 / -0.57
- energy above the lowest of the compared OMol25 structures with the same formula, charge and spin (kcal/mol) = 182.57
- total energy (Ha) = -531.5141
- structure (SMILES) = CCC(CC)=[N+]([O-])ON=O
- M (g mol⁻¹) = 146.15
- multiplicity = 1
- gap between HOMO and LUMO (alpha / beta) (eV) = 7.967 / 7.970



(3)
Entry from the OMol25 dataset: an isolated ion of composition H3O2SSi and charge -1 (ωB97M-V/def2-TZVPD).

XYZ file:
```
7
Properties=species:S:1:pos:R:3:forces:R:3:lowdin_charge:R:1
O -1.5785 1.2372 -0.1707 -0.69 1.15 0.07 -0.523
O 2.2314 0.5354 0.4718 1.01 0.19 0.38 -0.805
Si -0.8917 -0.0497 0.2598 1.50 -2.99 -0.04 0.092
S 1.3382 -0.2721 -0.4390 -1.25 0.73 0.42 0.529
H 0.6938 0.6623 -1.2202 0.31 -0.15 -0.58 -0.106
H -0.7795 -0.7542 1.5979 -0.18 0.86 0.18 -0.083
H -1.0136 -1.3590 -0.4995 -0.70 0.22 -0.43 -0.104
```
Positions in Å, forces in eV/Å.

- LUMO (eV) = 3.78
- energy above the lowest of the compared OMol25 structures with the same formula, charge and spin (kcal/mol) = 0.00
- total energy (Ha) = -839.9850
- net charge = -1
- M (g mol⁻¹) = 95.17
- multiplicity = 1
- gap between HOMO and LUMO (eV) = 7.559